(1)
{
  "formula": "C7H31N14O8",
  "method": "the ωB97M-V functional and the def2-TZVPD basis",
  "symbols": ["O", "H", "H", "H", "C", "O", "N", "N", "H", "H", "H", "H", "C", "O", "N", "N", "H", "H", "H", "H", "C", "O", "N", "N", "H", "H", "H", "H", "C", "O", "N", "N", "H", "H", "H", "H", "C", "O", "N", "N", "H", "H", "H", "H", "C", "O", "N", "N", "H", "H", "H", "H", "C", "O", "N", "N", "H", "H", "H", "H"],
  "coordinates": [[-0.1420, -0.1753, 0.4964], [-0.0838, 0.6159, 1.0369], [-0.8433, 0.0212, -0.1290], [0.6890, -0.2381, 0.0198], [-1.3296, -3.2464, -0.4754], [-2.2297, -2.3958, -0.3890], [-0.2061, -3.0236, -1.1415], [-1.3646, -4.4042, 0.0100], [-0.2843, -2.2774, -1.8176], [0.4455, -3.7886, -1.2433], [-0.4131, -4.7246, 0.1201], [-2.1348, -4.5440, 0.6483], [-0.0723, 1.4849, 3.9037], [0.0136, 1.4143, 2.7002], [-1.1416, 1.2386, 4.6756], [0.8675, 2.0136, 4.6471], [-1.1659, 1.4026, 5.6719], [-1.9450, 0.8328, 4.2174], [0.6628, 2.1938, 5.6195], [1.6473, 2.4107, 4.1427], [-0.8019, 3.4163, 0.2898], [-0.3625, 2.3295, -0.0871], [-0.2808, 4.5457, -0.0527], [-1.5966, 3.6476, 1.2670], [-0.5682, 5.5002, 0.1094], [0.5700, 4.3521, -0.5613], [-1.8943, 2.8197, 1.7631], [-1.4772, 4.5408, 1.7232], [3.2981, 0.2187, -0.0262], [2.2510, 0.0067, -0.5654], [3.8542, -0.5594, 0.7839], [3.8626, 1.3769, -0.1567], [3.4214, -1.4563, 0.9525], [4.5628, -0.2543, 1.4357], [4.6757, 1.6911, 0.3535], [3.5001, 1.9687, -0.8904], [-0.9237, 0.1895, -3.0332], [-0.2094, -0.2752, -2.1473], [-2.2082, 0.4092, -2.9967], [-0.5352, 0.2712, -4.2960], [-2.5983, 0.9346, -3.7661], [-2.7515, 0.2557, -2.1592], [0.4661, 0.1764, -4.3878], [-1.1553, 0.5026, -5.0589], [-3.0965, 0.3321, 1.3677], [-2.9244, 1.2951, 2.0552], [-3.2178, 0.4169, 0.0343], [-3.2058, -0.9236, 1.7839], [-3.4295, 1.3432, -0.3080], [-3.3957, -0.4333, -0.4810], [-3.1680, -0.9219, 2.7932], [-2.8654, -1.6683, 1.1926], [2.6554, -2.9366, -2.9393], [2.3654, -3.6915, -3.8672], [2.4296, -1.6876, -2.9518], [3.0026, -3.2821, -1.6920], [2.3135, -1.2519, -2.0481], [2.1153, -1.1372, -3.7382], [3.3028, -4.2268, -1.4985], [3.0502, -2.6445, -0.9101]],
  "forces_ev_per_a": [[-0.84, -1.31, 1.18], [0.03, 1.47, 1.34], [-0.65, 0.04, -1.21], [1.61, -0.05, -1.24], [-0.70, 4.90, -2.33], [-0.40, 0.13, 0.04], [1.30, 1.15, -0.98], [-0.68, -4.74, 2.96], [0.72, 0.13, -0.09], [0.02, 0.46, -0.68], [-0.74, -1.25, 0.75], [0.50, -0.71, 0.29], [-1.23, 0.87, 0.91], [0.02, -0.94, -1.71], [-2.11, -1.37, -0.43], [2.90, 1.03, 1.07], [0.00, -0.16, -0.45], [-0.07, 0.26, 0.16], [0.72, 0.24, -0.35], [-0.02, 0.07, 0.60], [1.40, -1.45, 0.82], [-0.50, -0.51, -0.79], [4.02, 3.16, -3.92], [-3.71, -0.82, 3.40], [-0.14, -0.58, 0.05], [-0.05, 0.94, -0.36], [-0.59, 0.18, 0.42], [-0.46, -0.59, 0.21], [-0.87, 2.86, -0.62], [-3.56, -1.69, -2.31], [2.71, -5.05, 4.43], [1.75, 3.98, -1.07], [0.12, 0.28, 0.26], [-0.02, -0.26, -0.30], [-0.12, -0.22, -0.33], [0.06, 0.05, 0.34], [0.55, -1.89, -0.25], [-0.08, 0.47, 0.55], [-3.50, 1.03, 1.40], [2.65, 0.40, -1.59], [-0.36, -0.20, 0.54], [0.31, 0.24, -0.38], [-0.35, 0.17, -0.80], [0.58, -0.10, 0.13], [-0.34, -1.10, -1.62], [-0.03, 1.85, 2.11], [0.29, 0.76, -1.72], [-0.14, -0.55, 2.18], [0.10, -0.30, -0.27], [-0.30, 0.20, 0.00], [0.25, -0.91, -0.15], [-0.07, -0.42, -0.02], [-1.63, -3.40, -1.80], [1.16, -0.43, 0.46], [-0.77, 6.40, -0.25], [1.22, -2.72, 2.58], [0.02, 0.66, -0.39], [0.04, -0.82, 0.08], [-0.12, 0.17, -0.22], [0.11, -0.02, -0.62]],
  "charge": 1,
  "gap_ev": 9.325,
  "spin_multiplicity": 1
}



(2)
{
  "formula": "C13H16Cl4NO3",
  "method": "the ωB97M-V functional and the def2-TZVPD basis",
  "symbols": ["C", "C", "C", "N", "C", "C", "O", "O", "O", "C", "C", "C", "C", "C", "C", "C", "H", "H", "H", "H", "H", "H", "H", "H", "H", "H", "H", "H", "H", "H", "H", "H", "C", "Cl", "Cl", "Cl", "Cl"],
  "coordinates": [[3.3969, 1.2306, 1.3590], [2.4550, 0.6041, 0.1268], [2.9699, 1.2035, -1.3087], [2.4089, 2.6104, -1.6055], [0.9555, 2.5119, -2.0751], [0.4455, 3.7962, -2.9564], [0.2222, 5.0372, -2.4545], [0.1459, 3.6431, -4.4154], [2.5405, -0.8561, 0.2661], [1.6642, -1.5687, -0.6747], [0.0487, -1.2720, -0.4570], [-0.5494, -1.5448, 1.0455], [-2.1353, -1.2114, 1.3036], [-3.0051, -0.6149, 0.0483], [-2.4018, -0.3634, -1.4862], [-0.8008, -0.6979, -1.7477], [2.6383, 1.4862, 2.2446], [4.0374, 2.1511, 1.0214], [4.0563, 0.3325, 1.7876], [1.3781, 1.0540, 0.3168], [4.1543, 1.3405, -1.3567], [2.6907, 0.5563, -2.2480], [2.3708, 3.1234, -0.6975], [0.8085, 1.5549, -2.7472], [0.2046, 2.4203, -1.1550], [1.8002, -2.7306, -0.4360], [1.9708, -1.4545, -1.8121], [0.1754, -1.9509, 1.9020], [-2.5509, -1.3817, 2.3874], [-4.1356, -0.3424, 0.2318], [-3.0438, 0.0705, -2.3680], [-0.2377, -0.5459, -2.7666], [-4.9356, -3.6383, 4.1455], [-5.5097, -2.8189, 5.6197], [-4.0947, -5.1442, 4.5922], [-6.3261, -4.0224, 3.0997], [-3.8120, -2.5678, 3.2702]],
  "forces_ev_per_a": [[-1.04, -1.34, 0.47], [0.82, 1.86, 0.35], [0.61, 0.58, -0.72], [-1.17, -1.62, 0.77], [-1.34, 0.01, -0.26], [-2.29, 4.77, -4.83], [1.55, -6.37, -0.92], [1.81, -0.63, 7.31], [-1.56, 0.76, -1.64], [-1.08, -1.51, 0.02], [-1.99, 0.79, 0.23], [-2.59, 1.65, -3.28], [2.80, 0.82, -4.21], [2.87, -0.68, -0.65], [3.20, -1.60, 3.22], [-2.16, -0.77, 4.73], [1.86, -0.20, -1.90], [-1.32, -1.84, 0.73], [-1.16, 2.11, -1.15], [1.89, -1.40, -0.57], [-2.45, -0.59, 0.45], [0.43, 1.08, 2.01], [0.18, -0.38, -1.03], [0.47, 2.05, 1.27], [1.42, 0.16, -1.86], [-0.11, 2.59, -0.36], [-0.70, 0.16, 2.37], [-1.83, 1.04, -2.17], [1.29, 1.13, -2.96], [2.55, -0.64, -0.41], [1.29, -0.94, 2.16], [-1.42, -0.25, 2.25], [-0.04, 0.01, 0.10], [0.10, -0.19, -0.29], [-0.19, 0.34, -0.10], [0.34, 0.10, 0.25], [-1.04, -1.05, 0.62]],
  "charge": -1,
  "gap_ev": 5.069,
  "spin_multiplicity": 1
}



(3)
{
  "formula": "C5H10O",
  "method": "the ωB97M-V functional and the def2-TZVPD basis",
  "symbols": ["O", "C", "C", "C", "C", "C", "H", "H", "H", "H", "H", "H", "H", "H", "H", "H"],
  "coordinates": [[0.1550, -1.7971, 1.1072], [0.2652, -1.0787, -0.1197], [1.2305, 0.1241, 0.0804], [0.3397, 1.3967, 0.0235], [-1.1481, 0.9221, 0.1052], [-1.0709, -0.5125, -0.5148], [1.0534, -2.1131, 1.2772], [0.3013, -1.8743, -0.9099], [1.7195, 0.0626, 1.0660], [2.0225, 0.1508, -0.6688], [0.5281, 1.9336, -0.9155], [0.5876, 2.1108, 0.8237], [-1.4904, 0.9539, 1.1427], [-1.7796, 1.6221, -0.4623], [-1.5908, -1.5124, -0.4371], [-1.1229, -0.3884, -1.5979]],
  "forces_ev_per_a": [[0.06, -0.06, 0.29], [0.16, -0.21, -0.65], [0.00, -0.17, -0.27], [-0.08, -0.13, -0.08], [-0.11, -0.32, 0.11], [-0.09, -0.42, -0.19], [-0.35, -0.04, 0.20], [1.73, 0.73, 0.24], [-0.20, -0.22, -0.36], [-0.02, 0.06, -0.03], [-0.19, -0.18, 0.10], [-0.14, -0.31, -0.19], [0.04, -0.23, -0.08], [0.03, -0.45, 0.14], [-1.34, 1.75, 0.93], [0.51, 0.18, -0.15]],
  "gap_ev": 11.012,
  "spin_multiplicity": 1,
  "smiles": "OC1CCCC1"
}



(4)
{
  "formula": "C29H50BN8O3",
  "method": "the ωB97M-V functional and the def2-TZVPD basis",
  "symbols": ["C", "C", "B", "O", "C", "C", "C", "C", "C", "C", "C", "C", "C", "O", "C", "C", "O", "H", "H", "H", "H", "H", "H", "H", "H", "H", "H", "H", "H", "H", "H", "H", "H", "H", "H", "H", "H", "H", "H", "H", "H", "H", "H", "C", "C", "N", "H", "H", "H", "C", "C", "N", "H", "H", "H", "C", "C", "N", "H", "H", "H", "C", "C", "N", "H", "H", "H", "C", "C", "N", "H", "H", "H", "C", "C", "N", "H", "H", "H", "C", "C", "N", "H", "H", "H", "C", "C", "N", "H", "H", "H"],
  "coordinates": [[0.9503, -0.0041, 2.7646], [2.1408, -0.8756, 2.3286], [2.2581, -0.9642, 0.7249], [1.0963, -1.5562, 0.0699], [3.4701, -0.4700, 0.0144], [3.4995, -0.4925, -1.5260], [3.3040, 0.8759, -2.2701], [2.9157, 2.0625, -1.3951], [1.4755, 2.0806, -0.8499], [0.4158, 1.3566, -1.6758], [-0.9164, 1.2533, -0.9110], [-1.8129, 0.1102, -1.4022], [-3.1014, 0.0768, -0.5980], [-4.2400, -0.4670, -1.3143], [-4.0341, -1.6096, -2.0182], [-3.6532, -2.8265, -1.2219], [-4.1942, -1.6232, -3.2174], [0.0034, -0.5271, 2.6060], [1.0189, 0.2239, 3.8366], [0.9276, 0.9607, 2.2636], [3.0794, -0.4907, 2.7409], [1.9885, -1.8742, 2.7757], [0.5003, -0.8739, -0.2413], [4.3624, -0.9840, 0.4015], [2.7792, -1.2187, -1.9378], [4.4856, -0.8620, -1.8284], [2.5927, 0.7395, -3.0970], [4.2608, 1.1339, -2.7365], [3.6050, 2.1167, -0.5499], [3.0612, 2.9800, -1.9837], [1.4744, 1.7045, 0.1760], [1.1524, 3.1313, -0.7843], [0.7512, 0.3608, -1.9828], [0.2133, 1.9122, -2.6020], [-0.7220, 1.1451, 0.1619], [-1.4673, 2.1926, -1.0461], [-2.0287, 0.2469, -2.4672], [-1.2724, -0.8327, -1.2705], [-2.9631, -0.4642, 0.3429], [-3.4033, 1.0925, -0.3374], [-3.6338, -3.7006, -1.8697], [-4.3288, -3.0140, -0.3857], [-2.6391, -2.6910, -0.8328], [3.6091, -4.0891, 1.5438], [4.7904, -3.9856, 2.3850], [5.7383, -3.9035, 3.0291], [3.5832, -5.0613, 1.0524], [2.7004, -3.9711, 2.1304], [3.6035, -3.3015, 0.7825], [1.6130, 5.5925, 2.0855], [1.5881, 4.1926, 2.4758], [1.5673, 3.0962, 2.8136], [1.4967, 6.2129, 2.9744], [2.5485, 5.8685, 1.6018], [0.7896, 5.8157, 1.4115], [-4.9158, -6.9034, -2.1948], [-3.7618, -6.6496, -1.3427], [-2.8530, -6.4346, -0.6762], [-4.9321, -7.9457, -2.5078], [-5.8366, -6.6853, -1.6565], [-4.8726, -6.2731, -3.0817], [-4.4926, 0.4443, 4.2683], [-3.1996, 0.6862, 3.6414], [-2.1830, 0.8772, 3.1437], [-4.3644, -0.1102, 5.1962], [-4.9888, 1.3875, 4.4899], [-5.1308, -0.1355, 3.6030], [3.0121, 2.7759, -5.6089], [4.1323, 3.1624, -4.7645], [5.0126, 3.4711, -4.0972], [3.1474, 1.7562, -5.9655], [2.0858, 2.8178, -5.0376], [2.9331, 3.4441, -6.4649], [7.1110, -1.2285, 0.8642], [6.9255, -0.3999, -0.3187], [6.7782, 0.2738, -1.2351], [6.3734, -2.0287, 0.8844], [8.1088, -1.6649, 0.8734], [6.9757, -0.6295, 1.7626], [-1.8490, 4.9577, 4.1627], [-1.7032, 5.5245, 2.8297], [-1.5816, 5.8968, 1.7514], [-1.6471, 3.8870, 4.1251], [-1.1422, 5.4191, 4.8503], [-2.8589, 5.1205, 4.5351], [-7.6265, -1.5092, -1.5131], [-8.3909, -2.2924, -0.5536], [-8.9937, -2.9118, 0.2015], [-6.5639, -1.7189, -1.4268], [-7.9364, -1.7387, -2.5311], [-7.7712, -0.4435, -1.3464]],
  "forces_ev_per_a": [[0.27, -0.32, 0.36], [-0.08, -0.51, -0.11], [0.67, 0.23, 0.23], [-0.24, 0.42, 0.04], [-0.74, -1.48, -0.83], [0.16, -0.02, 0.20], [0.45, -0.39, 0.25], [-0.34, 0.31, -0.33], [0.07, 0.29, 0.00], [-0.31, 0.00, 0.10], [0.04, 0.04, -0.27], [0.16, 0.17, 0.18], [-0.01, 0.05, 0.37], [0.06, 0.09, -0.29], [0.06, -0.11, -0.72], [0.32, -0.16, -0.08], [-0.20, -0.04, 0.76], [0.07, 0.09, -0.13], [-0.15, 0.03, -0.05], [-0.07, -0.15, -0.11], [-0.07, 0.08, -0.02], [0.00, 0.05, 0.02], [-0.08, 0.01, -0.06], [0.25, 1.02, 0.51], [-0.13, 0.12, 0.07], [-0.11, 0.00, -0.16], [-0.02, 0.12, 0.05], [-0.07, 0.03, 0.03], [-0.02, -0.09, -0.03], [0.06, -0.08, -0.01], [-0.01, -0.21, -0.11], [0.02, -0.06, 0.16], [0.08, 0.02, 0.16], [0.15, -0.13, -0.06], [-0.03, -0.05, -0.01], [0.03, -0.02, 0.19], [-0.04, -0.06, 0.08], [-0.07, -0.03, -0.24], [0.02, -0.05, -0.04], [-0.09, -0.08, -0.10], [-0.01, 0.11, -0.02], [0.05, 0.19, 0.02], [-0.13, -0.04, 0.13], [-0.22, -0.07, -0.23], [0.02, 0.06, -0.01], [0.01, -0.03, 0.00], [0.07, -0.01, 0.02], [0.05, 0.05, 0.07], [0.04, 0.10, 0.09], [0.03, 0.35, -0.07], [0.09, -0.02, -0.06], [0.00, 0.27, 0.16], [-0.01, 0.02, 0.00], [0.06, -0.21, 0.02], [0.02, -0.07, -0.02], [-0.11, -0.02, -0.08], [0.03, 0.04, 0.01], [-0.03, -0.04, 0.01], [0.03, 0.00, 0.02], [0.02, 0.01, 0.03], [0.03, 0.02, 0.01], [-0.11, -0.07, 0.05], [0.02, 0.00, -0.02], [-0.16, 0.15, -0.01], [0.03, 0.00, -0.01], [0.03, 0.02, -0.01], [0.03, 0.00, -0.02], [-0.14, -0.11, -0.01], [0.07, 0.04, 0.04], [0.05, 0.13, -0.11], [0.03, -0.01, 0.03], [0.02, -0.01, 0.04], [0.03, 0.02, 0.01], [-0.05, -0.11, 0.08], [-0.04, 0.11, 0.07], [0.22, 0.00, -0.14], [0.01, 0.03, -0.01], [0.00, 0.01, -0.03], [-0.04, 0.02, -0.02], [0.04, -0.06, 0.15], [-0.05, -0.26, -0.12], [-0.10, 0.20, 0.05], [0.02, -0.01, -0.06], [0.01, 0.01, -0.02], [-0.01, 0.02, -0.03], [0.09, 0.14, -0.20], [-0.02, -0.01, 0.01], [0.00, -0.01, 0.00], [-0.01, -0.02, 0.07], [-0.04, -0.06, 0.03], [-0.02, -0.02, 0.08]],
  "charge": -1,
  "gap_ev": 4.011,
  "spin_multiplicity": 1
}